1.
Below is a cluster of 2 separate species, C2H9N2O in total, with properties calculated with the ωB97M-V functional and the def2-TZVPD basis.

Each line ends with the Löwdin charge.
Geometry (Å):
C  -0.5458  -1.9574  0.4831  -0.258
O  -0.8294  -1.3558  -0.7658  -0.305
H  -1.3260  -2.7925  0.5811  0.063
H  0.4907  -2.4246  0.4996  0.069
H  -0.8530  -1.1915  1.2083  0.055
N  -0.9021  1.3140  -0.2411  -0.141
C  0.4083  1.4077  0.3088  -0.483
N  1.4877  0.8011  -0.6352  -0.050
H  -1.2213  2.2390  -0.3673  -0.076
H  -0.8157  -0.2330  -0.6357  0.044
H  0.8061  2.2819  0.6000  0.020
H  0.6309  0.8714  1.2280  0.055
H  1.2310  -0.1971  -0.7546  0.016
H  1.4386  1.2366  -1.5093  -0.011

Forces on atoms 1 to 6 (eV/Å):
-1.688 -0.639 -1.248
0.723 1.894 0.019
1.164 0.584 0.233
-0.981 0.796 0.542
0.940 -0.438 0.673
1.175 -1.260 1.106

Summary:
DFT total energy, hartree: -266.28371
Gap between HOMO and LUMO, eV: 6.790
Energy above the lowest of the compared OMol25 structures with the same formula, charge and spin, kcal/mol: 38.2
Net charge: -1

2.
Below is a cluster of 2 separate species, C2H9N2O in total, with properties calculated with the ωB97M-V functional and the def2-TZVPD basis.

Each line ends with the Löwdin charge.
Geometry (Å):
C  0.0710  -0.4746  0.2054  -0.093
C  1.2626  -0.8790  -0.2006  -0.151
N  1.8703  -0.4690  -1.4098  0.047
N  -0.6527  0.5018  -0.6025  0.186
H  -0.2663  -0.6607  1.1946  0.101
H  1.7268  -1.7549  0.2323  0.130
H  2.8687  -0.6197  -1.3332  0.096
H  1.5287  -0.9358  -2.2388  0.102
H  0.0171  1.0761  -1.1283  0.163
H  -1.3188  0.1636  -1.2956  0.178
H  -1.1589  1.1615  0.0173  0.132
H  -1.3030  1.0233  2.5324  0.079
H  -2.7346  0.8533  2.2551  0.081
O  -1.9109  1.0142  1.7718  -0.052

Forces on atoms 1 to 6 (eV/Å):
0.770 0.032 -0.300
-0.101 -1.075 -1.502
-0.086 0.403 0.428
0.108 1.548 0.244
-0.795 -0.376 0.171
0.206 0.452 1.078

Summary:
DFT total energy, hartree: -266.08444
Gap between HOMO and LUMO, eV: 10.794
Energy above the lowest of the compared OMol25 structures with the same formula, charge and spin, kcal/mol: 42.2
Net charge: +1

3.
Below is a cluster of 2 separate species, C2H9N2O in total, with properties calculated with the ωB97M-V functional and the def2-TZVPD basis.

Each line ends with the Löwdin charge.
Geometry (Å):
C  -1.1224  -1.0670  -0.7395  -0.025
N  -0.2975  -0.1546  0.0429  0.019
C  -0.8861  0.5968  0.9481  -0.144
N  -0.5417  1.8530  1.1443  0.201
H  -1.5179  -1.8562  -0.0948  0.103
H  -0.6021  -1.5651  -1.5535  0.104
H  -1.9863  -0.5411  -1.1258  0.095
H  0.7136  -0.0487  -0.0283  0.118
H  -1.7833  0.1840  1.4068  0.165
H  -0.0484  2.3096  0.3778  0.150
H  -0.6609  2.3380  2.0263  0.144
H  3.1746  -0.6111  -1.5486  0.062
H  2.9940  -0.9193  -0.0462  0.057
O  2.5645  -0.5184  -0.8097  -0.048

Forces on atoms 1 to 6 (eV/Å):
-0.394 -1.088 0.359
-0.053 0.749 0.638
-0.596 -0.270 -0.680
0.672 -0.079 0.019
0.120 -0.053 0.056
0.337 0.373 0.135

Summary:
DFT total energy, hartree: -266.10712
Gap between HOMO and LUMO, eV: 10.959
Energy above the lowest of the compared OMol25 structures with the same formula, charge and spin, kcal/mol: 28.0
Net charge: +1

4.
Below is a cluster of 2 separate species, C2H9N2O2 in total, with properties calculated with the ωB97M-V functional and the def2-TZVPD basis.

Each line ends with the Löwdin charge.
Geometry (Å):
N  0.6831  -0.7525  2.2176  0.158
C  0.1490  -0.8335  0.8442  -0.048
C  1.0896  0.0853  0.0257  -0.472
N  0.6506  0.5183  -1.1576  0.218
O  2.0276  0.5323  0.6657  0.079
H  0.6362  -1.6437  2.7160  0.174
H  0.3475  -0.0901  2.9206  0.178
H  1.6533  -0.3180  1.9894  0.150
H  0.0172  -1.8754  0.5586  0.146
H  -0.8371  -0.3730  0.7313  0.141
H  -0.3444  0.5137  -1.3468  0.084
H  1.3072  0.7860  -1.8703  0.139
H  -3.0158  0.8207  -2.3513  0.051
H  -2.2367  1.4685  -3.4262  0.056
O  -2.1272  1.1613  -2.5170  -0.055

Forces on atoms 1 to 6 (eV/Å):
0.630 -0.142 0.956
-1.242 0.897 -0.379
-0.875 0.661 0.779
0.032 -0.820 0.197
1.084 -0.459 -0.428
0.588 -0.027 -0.348

Summary:
DFT total energy, hartree: -341.36003
Gap between HOMO and LUMO, eV: 11.520
Energy above the lowest of the compared OMol25 structures with the same formula, charge and spin, kcal/mol: 25.2
Net charge: +1

5.
Below is a cluster of 3 separate species, C2H9N2O2S in total, with properties calculated with the ωB97M-V functional and the def2-TZVPD basis.

Each line ends with the Löwdin charge.
Geometry (Å):
C  0.4877  -1.0920  -1.0238  -0.243
C  0.9056  -1.0667  0.4366  -0.126
N  -0.6832  -0.7522  -1.3955  0.109
N  -0.2414  -0.6722  1.3269  0.129
O  -2.5976  -1.2537  0.4874  -0.442
O  -2.2707  1.1265  0.3694  -0.387
S  -3.1472  0.0699  0.0824  1.034
H  0.9729  -3.8527  -1.3073  0.064
H  1.3866  -1.1993  -1.5764  0.106
H  1.6890  -0.2777  0.4522  0.155
H  1.0834  -2.0876  0.7177  0.109
H  -0.7562  -0.5214  -2.3769  0.083
H  0.0214  -1.0348  2.2335  0.154
H  -1.3006  -1.1037  1.1147  0.092
H  -0.3769  0.3261  1.2017  0.119
H  0.2505  -3.6484  -1.1259  0.043

Forces on atoms 1 to 6 (eV/Å):
-1.225 1.522 0.857
-2.006 0.015 -1.119
1.402 0.177 0.617
-0.723 -1.078 -0.720
-2.193 1.589 -0.313
0.722 1.896 0.342

Summary:
DFT total energy, hartree: -739.44438
Gap between HOMO and LUMO, eV: 8.997
Energy above the lowest of the compared OMol25 structures with the same formula, charge and spin, kcal/mol: 21.1
Net charge: +1

6.
Below is a cluster of 2 separate species, C2H9N2S in total, with properties calculated with the ωB97M-V functional and the def2-TZVPD basis.

Each line ends with the Löwdin charge.
Geometry (Å):
C  1.8787  -0.7152  2.2486  -0.753
S  0.3747  0.2498  1.8599  0.042
H  2.3936  -0.3779  3.1474  -0.028
H  2.5566  -0.8589  1.4061  -0.025
H  1.6341  -1.7755  2.4687  -0.021
N  0.1584  -0.0211  -1.8116  -0.030
C  -0.9722  0.8881  -1.5367  -0.411
N  -2.0695  0.2286  -0.8616  -0.024
H  -0.1782  -0.9684  -1.7716  0.035
H  0.7254  0.0356  -0.9640  -0.005
H  -1.3513  1.2323  -2.4989  0.080
H  -0.4939  1.6740  -0.9473  0.079
H  -2.7743  0.8815  -0.5568  0.047
H  -1.8824  -0.4727  -0.1823  0.013

Forces on atoms 1 to 6 (eV/Å):
-0.532 -1.295 0.100
0.213 -0.053 -0.135
0.273 0.325 -0.151
0.305 0.632 -0.050
-0.250 0.346 0.121
-0.061 0.409 0.527

Summary:
DFT total energy, hartree: -589.30682
Gap between HOMO and LUMO, eV: 6.619
Energy above the lowest of the compared OMol25 structures with the same formula, charge and spin, kcal/mol: 16.1
Net charge: -1

7.
Below is a cluster of 2 separate species, C2H9N2S2 in total, with properties calculated with the ωB97M-V functional and the def2-TZVPD basis.

Each line ends with the Löwdin charge.
Geometry (Å):
C  -1.5148  1.3103  -0.0832  -0.111
C  -0.7144  1.7764  0.8930  -0.194
N  -0.2187  3.0310  0.9677  0.107
N  -1.9461  -0.1130  0.0476  0.158
H  -1.8096  1.7656  -1.0103  0.117
H  -0.3452  1.1309  1.6818  0.126
H  0.5103  3.2098  1.6428  0.116
H  -0.3065  3.6381  0.1728  0.115
H  -2.3327  -0.4696  -0.8278  0.165
H  -2.6146  -0.3049  0.7923  0.170
H  -1.0992  -0.6762  0.2028  0.012
S  0.9512  -1.3606  -1.4956  0.300
S  1.0968  -1.6781  0.5811  0.286
H  0.7025  -0.0200  -1.4095  -0.199
H  2.3911  -1.3081  0.6575  -0.169

Forces on atoms 1 to 6 (eV/Å):
0.022 -0.686 0.469
0.290 0.446 -0.539
0.067 -0.407 0.139
0.575 -0.033 -0.343
-0.126 0.300 0.110
-0.381 -0.166 0.105

Summary:
DFT total energy, hartree: -987.21731
Gap between HOMO and LUMO, eV: 9.804
Energy above the lowest of the compared OMol25 structures with the same formula, charge and spin, kcal/mol: 27.6
Net charge: +1

8.
Below is the ion C2H9N2S2 with charge +1, with properties calculated with the ωB97M-V functional and the def2-TZVPD basis.

Each line ends with the Löwdin charge.
Geometry (Å):
C  -1.2869  0.7050  0.9526  -0.077
C  -0.1076  0.0855  0.2055  -0.800
N  -0.2690  0.3593  -1.4092  0.095
N  -0.0748  -1.3759  0.2023  0.182
S  1.4916  0.8042  0.7734  0.563
S  2.9107  -0.2402  -0.3357  0.446
H  -1.2565  0.5158  2.0643  0.109
H  -1.2162  1.8477  0.9501  0.128
H  -2.2186  0.2488  0.7136  0.083
H  -0.8825  1.1151  -1.4418  0.055
H  0.5936  0.6348  -1.6556  -0.041
H  0.9291  -1.6908  0.3372  0.124
H  -0.7153  -1.6791  0.9115  0.162
H  -0.3412  -1.5340  -0.7467  0.139
H  2.4436  0.2039  -1.5217  -0.167

Forces on atoms 1 to 6 (eV/Å):
1.487 1.088 2.253
0.345 2.562 -3.146
-2.408 -3.189 4.865
1.733 0.193 1.066
-0.211 -0.064 0.222
-0.889 0.094 0.091

Summary:
DFT total energy, hartree: -987.20182
Gap between HOMO and LUMO, eV: 10.151
Structure (SMILES): C[C@](N)([NH3+])SS
Energy above the lowest of the compared OMol25 structures with the same formula, charge and spin, kcal/mol: 37.3
Net charge: +1

9.
Below is a cluster of 2 separate species, C2H9N3O in total, with properties calculated with the ωB97M-V functional and the def2-TZVPD basis.

Each line ends with the Löwdin charge.
Geometry (Å):
H  -0.0111  1.4028  1.0008  0.042
N  -0.5162  0.5383  0.8807  0.105
C  0.0886  -0.3806  0.2363  -0.550
N  -0.4011  -1.6478  -0.1242  0.111
N  1.2470  -0.0815  -0.4773  -0.054
C  1.6418  -0.4575  -1.8266  -0.101
H  -0.2481  -1.7681  -1.1228  0.066
H  -1.4174  -1.7112  -0.1236  0.093
H  1.7714  0.6958  -0.1278  0.109
H  2.4296  0.2436  -2.0773  0.080
H  0.7992  -0.3519  -2.5182  0.085
H  2.1151  -1.4419  -1.8477  0.079
O  -2.5980  2.0358  2.8358  -0.086
H  -2.4078  1.2452  3.3476  0.023
H  -2.4928  1.6790  1.9444  -0.002

Forces on atoms 1 to 6 (eV/Å):
0.311 -0.014 -0.269
-1.040 -1.499 1.400
0.214 1.610 -2.578
-0.999 0.270 -0.492
0.991 -0.138 0.597
-0.036 -0.180 0.867

Summary:
DFT total energy, hartree: -321.09083
Gap between HOMO and LUMO, eV: 9.559
Structure (SMILES): [H]/N=C(/N)NC.O
Energy above the lowest of the compared OMol25 structures with the same formula, charge and spin, kcal/mol: 25.7
Net charge: 0

10.
Below is a structure of composition C2H9N3S, with properties calculated with the ωB97M-V functional and the def2-TZVPD basis.

Each line ends with the Löwdin charge.
Geometry (Å):
C  -1.2720  -1.0910  -0.0023  -0.190
C  0.9213  -0.6014  0.4986  -0.071
N  0.7086  2.0505  -1.3837  -0.378
N  0.8353  1.1363  1.2823  -0.050
N  -0.1216  -0.3574  -0.3662  -0.462
S  -0.5413  1.3470  -0.9275  0.894
H  -0.7440  -2.0576  0.3996  0.109
H  -1.9853  -0.8781  0.7940  0.076
H  -1.7923  -1.2753  -0.9689  0.082
H  0.9247  -1.5789  0.9261  0.090
H  1.9440  -0.3057  0.1175  0.101
H  0.6927  1.9558  0.9446  -0.146
H  0.6994  2.9658  -1.0585  -0.046
H  0.0074  1.0799  1.8890  0.010
H  -1.0442  0.7184  -2.0261  -0.019

Forces on atoms 1 to 6 (eV/Å):
0.041 -3.655 -0.889
2.415 7.006 -2.233
1.108 -1.174 -2.149
0.508 -8.563 6.572
-0.005 0.175 -0.709
-1.167 -2.268 0.737

Summary:
DFT total energy, hartree: -643.79578
Gap between HOMO and LUMO, eV: 8.456
Energy above the lowest of the compared OMol25 structures with the same formula, charge and spin, kcal/mol: 85.1
Net charge: 0

11.
Below is a structure of composition C2H9N3S, with properties calculated with the ωB97M-V functional and the def2-TZVPD basis.

Each line ends with the Löwdin charge.
Geometry (Å):
C  -1.5627  -0.1404  0.5285  -0.130
C  -1.6251  1.6814  -1.1063  -0.147
N  2.3287  -2.9490  -0.0205  -0.375
N  1.6738  -0.8162  1.4518  -0.377
N  -1.2861  0.9590  0.0473  -0.122
S  1.4314  -1.6667  0.1709  0.746
H  2.0051  1.2227  -0.5041  0.063
H  -2.1679  -0.8280  -0.1239  0.083
H  -1.1475  -0.5993  1.4687  0.064
H  -2.6936  1.4654  -1.4335  0.101
H  -1.4313  2.6932  -0.9621  0.044
H  -1.0091  1.3831  -1.9903  0.095
H  2.8036  -3.2224  0.8986  0.019
H  1.1364  0.0316  1.6240  -0.036
H  1.5444  0.7856  -0.0491  -0.026

Forces on atoms 1 to 6 (eV/Å):
-1.064 -2.269 -1.544
-1.631 -2.675 -2.152
-1.086 1.441 2.225
0.341 -1.961 -0.595
2.301 1.721 2.351
1.483 -0.414 0.849

Summary:
DFT total energy, hartree: -643.88564
Gap between HOMO and LUMO, eV: 8.656
Energy above the lowest of the compared OMol25 structures with the same formula, charge and spin, kcal/mol: 28.7
Net charge: 0

12.
Below is the ion C2H9N4 with charge +1, with properties calculated with the ωB97M-V functional and the def2-TZVPD basis.

Each line ends with the Löwdin charge.
Geometry (Å):
C  -0.1763  -0.7688  2.3049  -0.050
N  0.8767  -0.9523  1.2932  -0.090
N  0.6446  -0.9378  -0.0592  0.043
N  -0.0828  0.5600  -0.5952  0.111
C  -0.4935  0.7130  -1.7729  -0.380
N  -0.5023  1.8841  -2.3288  0.114
H  0.3017  -0.3424  3.1765  0.097
H  -1.0065  -0.2238  1.9171  0.069
H  -0.6260  -1.7004  2.6717  0.089
H  1.5443  -0.2669  1.5638  0.118
H  0.0426  -1.8156  -0.2804  0.219
H  1.5384  -0.7872  -0.5821  0.189
H  -0.6882  -0.2058  -2.4227  0.163
H  -1.1094  2.0870  -3.1374  0.136
H  -0.2632  2.7570  -1.7485  0.172

Forces on atoms 1 to 6 (eV/Å):
-0.802 -1.535 -0.252
0.451 -0.056 0.969
-2.563 0.737 -1.480
1.770 -0.725 3.970
0.361 -4.502 -1.758
-0.822 4.518 -0.651

Summary:
DFT total energy, hartree: -300.25420
Gap between HOMO and LUMO, eV: 10.320
Structure (SMILES): CN[NH2+]/N=C/N
Energy above the lowest of the compared OMol25 structures with the same formula, charge and spin, kcal/mol: 103.6
Net charge: +1

Number 1: HOMO energy -0.08439 Ha, strongest force on any atom 4.42 eV/A, LUMO 4.49 eV. Number 2: HOMO energy -0.51726 Ha, strongest force on any atom 1.85 eV/A, LUMO -3.28 eV. Number 3: HOMO energy -0.55535 Ha, strongest force on any atom 1.21 eV/A, LUMO -4.15 eV. Number 4: HOMO energy -0.54653 Ha, strongest force on any atom 1.58 eV/A, LUMO -3.35 eV. Number 5: HOMO energy -0.53757 Ha, strongest force on any atom 3.56 eV/A, LUMO -5.63 eV. Number 6: HOMO energy -0.08885 Ha, strongest force on any atom 1.59 eV/A, LUMO 4.20 eV. Number 7: HOMO energy -0.48038 Ha, strongest force on any atom 0.84 eV/A, LUMO -3.27 eV. Number 8: HOMO energy -0.50384 Ha, strongest force on any atom 6.30 eV/A, LUMO -3.56 eV. Number 9: HOMO energy -0.32621 Ha, strongest force on any atom 3.05 eV/A, LUMO 0.68 eV. Number 10: HOMO energy -0.29023 Ha, strongest force on any atom 10.81 eV/A, LUMO 0.56 eV. Number 11: HOMO energy -0.33490 Ha, strongest force on any atom 3.80 eV/A, LUMO -0.46 eV. Number 12: HOMO energy -0.51714 Ha, strongest force on any atom 4.85 eV/A, LUMO -3.75 eV.